The following is a DFT calculation (ωB97M-V/def2-TZVPD) of C2H4ClNO3 in the gas phase at a distorted geometry.

Structure (XYZ):
```
11
Properties=species:S:1:pos:R:3:forces:R:3:mulliken_charge:R:1
N -0.581 -0.908 0.830 6.591 -1.890 -1.378 -0.63
H -0.113 -1.891 0.612 -0.796 2.878 0.551 0.27
H 0.572 0.499 1.717 0.384 0.446 -0.694 0.41
O 1.090 1.155 1.186 0.357 0.711 1.823 -0.47
H -1.467 -1.128 0.947 -5.549 -0.660 0.931 0.20
H 0.585 -0.390 -1.945 0.530 0.335 -0.403 0.34
C 0.834 0.948 -0.117 -3.575 -5.824 5.751 0.00
O 1.401 1.482 -1.017 2.655 3.206 -5.189 -0.34
O -0.172 -0.773 -1.517 -1.098 0.252 1.972 -0.50
Cl -1.776 1.052 -0.441 -1.661 0.452 -0.123 -0.23
C -0.373 -0.048 -0.255 2.162 0.095 -3.241 0.95
```
Forces are in eV/Å.

Output
multiplicity: 3
charge: 0
highest occupied orbital energy (alpha / beta): -5.6 / -11.1 eV
frontier orbital gap (alpha / beta): 6.117 / 7.154 eV

---

The following is a DFT calculation (ωB97M-V/def2-TZVPD) of 9 unconnected molecules or ions with the total composition C53H119N5O9 at a distorted geometry.

Structure (XYZ):
```
186
Properties=species:S:1:pos:R:3:forces:R:3:mulliken_charge:R:1
H -22.532 1.940 0.545 -0.370 -0.604 0.845 0.33
C -14.974 7.029 5.171 0.525 -0.715 -0.004 -0.69
H -16.716 10.797 7.110 0.228 0.374 0.005 0.50
C -24.434 8.290 1.942 0.711 0.631 -0.106 -0.58
H -22.128 -2.334 2.941 0.097 -0.025 -0.262 0.31
C -24.363 3.576 -0.992 -0.437 -2.072 0.261 -1.66
H -19.506 2.700 2.848 -0.520 0.011 0.714 -0.21
H -18.796 6.786 6.230 -0.319 -0.084 -0.002 0.28
C -25.609 8.695 8.198 1.867 -0.054 0.541 -1.15
C -18.802 0.617 4.885 -0.756 0.169 1.184 -1.22
C -20.134 4.729 3.696 -0.417 -0.998 -0.389 -0.46
H -24.608 10.570 3.106 -0.037 -0.068 0.143 0.48
C -17.671 -1.592 5.010 0.193 -1.045 -1.216 -1.29
H -17.301 4.747 6.492 -0.162 0.429 0.095 0.49
H -19.492 -1.902 7.308 -0.069 0.002 -0.417 0.42
C -21.646 11.674 -0.227 -0.388 0.341 0.046 -1.44
O -21.354 -1.237 5.028 1.435 -0.028 -0.353 -0.55
C -19.225 -0.928 6.897 0.014 1.017 -0.176 -1.86
H -21.891 7.977 2.659 -0.760 -0.401 0.335 0.50
H -24.594 2.715 -0.365 0.653 -0.640 0.259 0.35
C -22.903 4.092 -0.870 -1.256 1.778 -0.899 1.68
H -19.299 1.174 -1.955 -0.330 0.120 -0.289 0.46
H -21.087 -3.360 1.878 0.190 0.712 -0.483 0.41
H -24.628 3.212 -1.984 0.137 0.210 -0.203 0.34
H -26.246 8.416 7.358 -0.315 0.271 0.248 0.39
O -19.557 4.112 1.417 1.283 0.791 -0.330 0.38
H -23.740 9.785 8.401 0.326 -0.245 0.034 0.41
H -15.147 6.548 4.209 -0.542 0.015 -0.109 -0.04
H -27.054 6.270 8.058 0.218 0.432 -0.231 0.43
H -23.591 5.512 9.585 0.389 -1.121 0.845 0.38
H -22.580 9.060 -0.800 0.559 -0.213 -0.115 0.33
C -22.956 5.176 0.206 0.613 -0.302 0.605 -2.49
C -17.548 -1.849 3.476 1.482 0.206 1.189 -0.54
C -21.021 3.037 -2.864 -0.121 1.067 -1.145 -1.47
H -19.935 -0.167 7.220 -0.652 -0.277 -0.270 0.22
C -23.101 11.524 0.245 -1.280 -0.753 0.262 1.54
H -16.274 9.078 3.710 -0.270 -0.132 0.025 -0.29
H -21.762 11.555 2.602 0.081 0.179 0.175 0.11
H -14.535 5.774 0.980 0.353 0.127 0.533 0.36
H -22.641 3.318 4.513 -0.368 -0.001 -0.045 -0.17
H -20.029 5.797 3.503 0.702 -0.078 -0.395 0.01
C -24.320 9.320 7.604 -1.032 -0.550 0.161 -0.88
N -23.526 10.071 0.524 -0.940 2.011 0.129 0.25
H -22.380 8.324 9.255 0.578 0.637 -0.452 0.36
H -14.809 5.812 7.966 -0.025 -0.161 -0.598 0.40
C -23.366 9.391 1.795 0.835 -0.441 -0.589 2.06
H -18.133 10.813 5.217 -0.215 0.039 0.164 0.38
H -20.379 3.746 1.081 -0.170 -0.298 0.330 -0.23
H -22.730 8.650 6.315 0.488 0.170 0.304 0.36
C -19.962 -1.898 3.192 -2.259 -1.235 -0.570 1.55
C -19.315 3.770 2.772 -0.770 1.040 0.397 0.96
C -19.813 1.749 -1.185 -0.853 0.365 0.624 -1.18
H -24.236 8.451 10.636 0.282 -0.155 -0.129 0.31
H -22.010 4.586 -4.162 0.748 -0.265 -0.242 0.45
H -21.274 10.734 -0.635 0.327 0.021 0.271 0.17
N -21.788 3.170 -0.582 0.672 1.329 -1.141 0.69
O -13.788 4.132 3.007 1.086 0.347 -0.484 -0.56
C -18.270 9.736 5.316 -1.419 0.088 -0.135 -1.69
C -21.962 8.746 1.890 0.174 -0.562 1.417 -1.74
H -24.136 7.839 5.987 -0.782 0.043 0.219 0.53
H -24.615 10.155 6.968 0.013 -0.051 -0.241 0.34
H -19.322 6.913 1.661 0.252 0.483 0.984 -0.58
N -17.163 7.646 6.034 0.397 -0.247 -2.077 0.59
H -21.241 9.418 2.353 0.390 0.490 -0.966 0.10
O -21.517 2.501 6.605 1.516 0.303 0.194 -0.42
H -24.309 7.938 2.966 -0.376 -0.333 -0.012 0.12
H -14.244 4.335 0.112 -0.172 -0.278 -0.044 0.36
O -18.798 6.784 -0.204 0.846 0.755 -0.205 -0.71
H -27.613 7.283 9.421 0.297 0.426 -0.118 0.38
H -19.097 9.472 5.975 0.081 0.534 0.423 0.36
H -23.746 5.916 0.072 0.117 -0.144 -0.518 0.85
H -21.030 12.111 0.559 0.326 -0.532 0.033 0.36
C -14.636 8.497 4.915 0.082 -0.919 0.740 -1.02
O -23.502 9.197 -0.572 -0.094 0.552 0.096 -0.44
H -17.024 9.446 8.081 -0.204 -0.699 -0.338 0.23
C -22.611 4.826 -2.228 -0.189 0.370 1.406 -1.36
H -21.700 6.366 6.083 0.048 0.558 0.292 0.24
H -18.352 -0.558 7.435 0.564 -0.346 -0.271 0.45
H -18.275 3.882 3.080 0.352 0.193 -0.795 -0.42
C -22.014 7.488 8.658 -1.017 -0.506 0.717 -1.69
H -23.880 13.127 -0.977 -0.061 0.086 0.179 0.43
H -21.437 2.567 7.559 -0.166 -0.105 0.045 0.22
H -23.897 1.998 4.376 -0.002 0.233 -0.031 0.52
H -19.410 0.041 2.485 -0.120 0.216 -0.492 0.17
C -15.513 6.585 7.657 -0.717 1.258 0.072 -1.74
C -25.372 7.395 9.060 -0.975 0.360 -0.880 1.64
H -14.049 8.859 5.759 0.098 0.243 -0.040 0.34
H -14.082 6.504 5.515 0.295 0.096 0.025 0.43
C -16.514 9.727 7.159 -0.381 1.507 -0.743 -1.79
H -22.974 3.276 -3.724 -0.459 -0.122 0.411 0.34
C -26.784 6.697 9.024 1.136 -1.137 0.694 -1.96
H -21.885 6.766 9.465 0.162 -0.648 -0.154 0.36
H -25.209 4.153 -0.620 0.571 1.169 -0.331 0.35
C -16.590 5.207 5.805 0.619 0.219 -0.383 -2.12
H -22.159 5.123 7.218 0.191 0.151 0.317 0.47
H -20.269 -0.953 1.264 0.157 0.026 -0.051 0.63
H -23.454 5.446 -2.533 -0.423 -0.246 0.263 0.38
H -22.134 0.388 -0.984 0.300 -0.523 -0.229 0.23
H -18.661 -3.661 3.280 -0.225 0.040 0.130 0.35
C -23.142 7.063 7.686 0.471 -0.453 -0.321 2.55
C -17.011 9.131 5.797 3.096 -1.971 1.142 1.65
H -19.749 1.144 4.767 -0.349 -0.184 -0.071 -0.08
C -24.995 7.675 10.531 0.104 -0.009 0.040 -1.72
H -13.990 8.436 4.039 0.093 0.591 -0.015 0.55
H -14.996 2.927 1.876 -0.412 -0.151 0.236 0.44
N -20.014 -1.616 4.629 -0.862 -0.942 1.179 0.16
C -18.983 -0.862 5.366 0.897 -0.050 -0.847 1.75
C -22.524 6.011 6.703 -0.602 -0.794 0.445 -2.65
C -18.652 -2.643 2.888 -1.102 1.039 -0.188 -0.99
C -14.911 3.978 2.151 -0.850 -0.272 0.496 0.46
H -23.062 9.939 3.794 -0.553 -0.340 0.385 0.17
H -25.415 8.735 1.774 -0.067 -0.193 0.080 0.54
H -16.643 -2.442 3.345 0.395 0.327 -0.124 0.41
H -15.437 9.635 7.303 -0.086 -0.237 -0.085 0.32
H -25.791 7.985 11.209 -0.519 0.160 -0.503 0.46
H -19.065 5.865 -0.122 -0.060 -0.284 0.169 0.16
H -17.582 -2.586 5.448 -0.579 -0.101 0.427 0.42
H -19.199 2.609 -0.918 0.035 -0.003 0.020 0.24
H -18.240 0.802 3.970 0.218 -0.359 0.249 0.23
C -23.420 12.397 1.498 1.750 -0.960 0.082 -1.42
H -16.353 6.566 8.350 -0.315 -0.510 -0.137 0.32
H -21.612 12.393 -1.046 0.002 0.027 -0.074 0.46
H -21.826 5.571 -2.105 0.383 -0.110 0.391 0.33
C -22.829 11.722 2.751 -1.332 0.203 -1.029 -0.61
H -15.717 4.310 2.807 -0.789 -0.289 -0.480 -0.28
C -16.049 6.651 6.184 -1.109 -0.420 0.538 1.84
C -23.592 8.243 6.842 0.903 0.349 -0.704 -1.64
H -18.649 9.365 4.364 0.591 -0.184 -0.328 0.09
C -21.242 2.260 -1.608 0.181 -1.284 0.279 1.23
H -15.874 5.001 0.415 -0.349 -0.866 0.201 0.24
H -16.735 -1.123 5.314 -0.331 0.698 0.240 0.40
O -18.302 7.370 6.810 0.277 -0.121 0.495 -0.29
H -21.161 -0.141 2.517 -0.107 -0.155 0.288 0.32
C -20.225 -0.662 2.313 1.098 0.135 0.068 -1.69
H -22.893 0.978 6.458 -0.229 -0.050 0.182 0.42
H -23.534 2.681 6.649 -0.318 -0.394 0.625 0.35
C -22.905 2.282 4.727 0.614 -0.588 0.188 -0.05
C -18.139 8.713 1.213 0.157 -0.770 0.145 -0.56
H -15.595 10.389 4.615 -0.133 0.168 0.242 0.52
H -20.138 3.648 -2.682 0.057 0.227 -0.260 0.35
H -15.797 4.467 5.699 0.704 0.211 0.689 0.45
H -23.151 4.724 1.179 0.089 -0.035 0.133 0.35
H -24.487 12.606 1.578 0.024 -0.160 0.091 0.40
H -21.613 8.164 1.037 0.087 0.683 -0.468 0.39
C -24.026 12.056 -0.840 0.009 -0.484 -0.911 -2.00
C -22.766 2.035 6.224 -1.113 0.641 -0.900 -0.42
H -22.865 13.331 1.407 -0.287 0.290 -0.470 0.46
H -17.858 8.899 2.250 -0.433 0.218 0.168 -0.28
H -17.417 -0.885 2.985 0.045 -0.096 -0.301 0.22
C -23.547 10.394 2.931 0.782 0.033 0.490 -1.25
H -22.171 1.670 4.203 0.083 -0.076 -0.267 -0.31
H -21.448 -0.386 4.595 -0.490 0.578 0.018 0.38
H -16.939 5.117 4.776 -0.736 0.751 -0.060 0.07
C -22.114 1.005 -1.883 -0.868 0.438 0.310 -1.55
H -20.790 2.302 -3.635 0.206 0.147 -0.143 0.50
H -24.667 6.750 11.005 0.393 -0.084 -0.080 0.36
H -25.979 9.479 8.860 -0.892 -0.286 -0.098 0.44
H -21.187 4.553 3.478 -0.182 -0.149 0.322 -0.12
H -19.934 4.577 4.757 -0.099 -0.274 0.057 0.58
H -17.245 9.023 0.673 -0.167 -0.168 -0.473 0.45
H -21.047 7.579 8.166 -0.135 0.524 0.089 0.36
H -21.858 0.471 -2.798 0.783 -0.272 0.386 0.42
H -23.784 11.599 -1.800 0.032 -0.088 -0.113 0.41
C -22.200 3.925 -3.316 0.448 -1.006 -0.953 -0.75
H -18.371 1.153 5.732 0.492 0.162 -0.179 0.62
H -23.228 5.571 5.997 -0.514 0.375 0.006 0.58
O -24.196 5.262 8.883 0.362 0.508 0.708 -0.39
H -21.985 5.668 0.246 0.040 0.191 0.153 -0.04
H -24.238 7.493 1.226 -0.194 0.047 0.194 -0.30
C -15.863 9.335 4.687 -1.095 -0.201 0.606 -0.53
H -15.102 7.557 7.931 0.545 0.007 -0.250 0.39
H -23.168 1.192 -2.088 -0.187 0.700 0.187 0.35
H -13.644 3.298 3.461 0.024 0.049 -0.035 0.31
H -25.075 11.823 -0.661 0.053 0.128 0.287 0.46
O -21.861 2.611 0.691 -0.554 -0.636 -0.255 -0.34
C -21.175 -2.853 2.839 0.421 -0.403 0.784 -2.18
H -21.238 -3.728 3.486 0.200 0.212 0.623 0.52
H -26.704 5.826 9.673 -0.131 -0.168 0.172 0.41
N -24.359 6.536 8.359 -1.227 1.283 -2.039 0.23
H -19.881 1.102 -0.311 -0.023 0.035 0.108 -0.12
H -18.533 -2.686 1.806 -0.037 -0.168 -0.106 0.39
H -19.010 9.296 0.912 0.131 0.095 0.076 0.03
C -14.911 4.757 0.863 1.034 1.372 -0.396 -1.29
H -17.584 6.634 1.507 0.198 -0.054 -0.024 0.10
H -23.013 12.397 3.586 0.278 -0.244 0.292 0.49
C -18.423 7.216 1.125 -1.016 -0.384 -0.771 1.20
```
Forces are in eV/Å.

Output
charge: 0
structure (SMILES): CC1(C)CCCC(C)(C)N1O.CC1(C)CCCC(C)(C)N1O.CC1(C)CCCC(C)(C)N1O.CC1(C)CCCC(C)(C)N1O.CC1(C)CCCC(C)(C)N1O.CCO.CCO.CCO.CCO
highest occupied orbital energy: -7.9 eV
frontier orbital gap: 8.316 eV

---

The following is a DFT calculation (ωB97M-V/def2-TZVPD) of 6 unconnected molecules or ions with the total composition C18H36Cl6O9 at a distorted geometry.

Structure (XYZ):
```
69
Properties=species:S:1:pos:R:3:forces:R:3:mulliken_charge:R:1
H 3.314 -0.134 -2.361 -0.170 0.543 -0.129 0.17
Cl 0.985 2.568 5.871 1.266 -0.523 0.590 -0.20
O 0.573 1.948 -0.321 2.824 1.545 1.234 -0.34
Cl 3.062 0.739 -4.580 0.187 0.762 -0.119 -0.17
H 1.114 1.136 -2.820 -0.319 0.162 -0.809 0.10
C 0.050 1.194 -2.593 0.261 -0.056 0.858 -0.73
H -3.053 -0.782 3.082 0.298 -0.187 -0.231 0.19
C -1.557 1.671 5.672 0.618 -0.189 0.809 -0.43
C -3.154 -0.615 2.009 -0.161 1.424 -0.483 -0.63
H -0.652 -3.111 1.281 -0.975 0.174 -0.274 0.29
H -0.802 -3.885 -4.851 -0.607 -0.150 0.749 0.26
H -0.761 3.298 4.599 -0.002 0.178 0.027 0.25
H 3.433 2.379 2.815 0.103 0.618 -0.536 0.32
O -3.197 -0.802 -0.712 3.172 -2.690 1.780 -0.63
H -1.724 -1.486 -3.866 0.276 -0.966 1.224 -0.29
C -4.275 -3.650 -3.889 -1.430 0.163 -1.509 0.64
H 2.039 3.541 3.116 0.524 0.136 0.026 0.29
H -1.602 1.395 6.726 -0.437 -0.348 -0.139 0.35
O -1.312 -2.159 -0.568 -1.798 -0.283 -0.541 0.13
H 1.943 1.846 3.385 -0.587 -0.269 -0.574 0.25
H 4.085 -1.868 -4.700 -0.291 -0.129 -0.115 0.33
C 0.265 -4.001 -0.414 -0.851 0.820 0.188 -1.20
H -2.207 -3.652 -5.969 0.140 -0.231 0.130 0.37
O -3.158 -3.049 -3.410 -0.307 0.405 -0.524 -0.20
C -1.536 -3.185 -5.248 0.540 0.848 -0.911 -1.24
Cl 4.821 4.881 3.125 0.754 0.489 0.245 -0.14
H -5.949 -6.017 -2.293 -0.450 0.568 0.468 0.23
H 4.856 -0.042 -3.208 -0.078 -0.076 -0.319 0.36
H 0.320 -1.963 0.494 0.670 -0.251 -0.018 0.26
H -0.989 3.686 6.304 -0.108 -0.182 0.006 0.38
H 6.766 6.325 3.727 -0.108 -0.953 0.077 0.36
C -0.357 -2.791 0.282 1.716 0.552 0.797 -0.17
C -2.321 -2.244 -4.374 -0.439 -0.736 0.398 0.44
H -0.564 0.476 -3.136 0.469 -0.550 0.171 -0.02
H -1.036 0.885 5.125 -0.506 -0.087 -0.192 0.28
C 5.191 6.700 5.187 0.665 -0.767 -0.179 -0.31
C -6.149 -5.182 -2.963 1.486 0.567 -1.244 -0.63
Cl -3.214 1.957 5.042 0.667 -0.066 0.199 -0.20
H 4.407 6.034 5.545 -0.387 0.578 -0.490 0.22
H 0.479 -3.742 -1.451 -0.016 -0.386 -0.023 0.22
H -1.010 0.874 -0.702 -0.277 -0.709 -0.390 0.13
C -0.685 2.901 5.611 -1.507 1.204 -1.249 -0.42
H 0.530 -0.025 -0.846 -0.076 -0.159 -0.212 0.00
H -0.409 2.127 -2.920 0.388 0.375 0.562 0.38
O 1.962 2.532 1.371 -0.455 -0.938 -2.056 -0.31
C 3.794 -0.254 -3.332 -0.895 -1.857 0.359 -0.27
C 5.677 6.334 3.767 -0.614 1.047 0.115 -0.47
H -0.878 -2.517 -5.805 -0.002 0.135 -0.512 0.41
O -4.836 -4.470 -2.953 0.595 0.259 0.286 -0.30
C 3.545 -1.727 -3.763 1.142 0.199 -0.170 -0.68
Cl 6.478 6.332 6.370 0.450 0.105 0.333 -0.21
O -2.157 -1.299 1.293 0.231 -2.018 -1.436 -0.38
C 0.008 0.899 -1.093 -1.770 -0.028 0.830 0.41
C 0.841 1.852 1.035 -0.747 0.868 -1.356 0.64
H -6.950 -4.473 -2.755 0.215 -0.211 0.572 0.28
H -6.406 -5.663 -3.907 0.455 0.367 -0.411 0.31
H -4.166 -0.857 1.684 0.124 -0.080 -0.099 0.32
O 0.072 1.383 1.815 -0.153 -0.832 0.568 -0.56
C -2.316 -1.432 -0.071 -1.813 2.760 0.294 0.67
H 4.989 7.768 5.272 -0.268 -0.270 0.025 0.27
H -0.509 -4.758 -0.290 0.263 -0.388 -0.655 0.33
O -4.747 -3.477 -5.008 0.750 -0.247 1.530 -0.60
H -2.904 0.413 1.749 -0.781 0.436 0.610 0.26
H -2.840 -1.518 -4.999 -1.195 -0.813 -0.184 0.30
Cl 1.841 -2.198 -4.027 0.256 0.313 0.224 -0.06
H 1.165 -4.344 0.098 -0.026 0.183 0.025 0.39
H 5.447 7.165 3.100 -0.457 -0.176 -0.113 0.28
H 3.962 -2.452 -3.064 -0.088 0.239 0.222 0.33
C 2.368 2.586 2.708 -0.349 -0.218 1.672 -0.66
```
Forces are in eV/Å.

Output
charge: 0
structure (SMILES): CCOC(=O)OC.CCOC(=O)OC.CCOC(=O)OC.ClCCCl.ClCCCl.ClCCCl
highest occupied orbital energy: -10.1 eV
frontier orbital gap: 10.503 eV

---

The following is a DFT calculation (ωB97M-V/def2-TZVPD) of C6H8N2O in the gas phase at a distorted geometry.

Structure (XYZ):
```
17
Properties=species:S:1:pos:R:3:forces:R:3:mulliken_charge:R:1
C 0.128 1.836 0.334 0.146 0.445 0.691 -1.51
C 2.493 -0.786 -0.345 -0.327 1.387 0.560 -0.41
H 0.709 2.368 1.093 0.667 -0.034 -0.397 0.36
C 0.231 -0.807 0.044 1.670 3.680 -0.015 0.42
H 3.564 -1.014 -0.490 -0.991 0.490 0.045 0.39
N -2.522 0.080 -0.825 0.793 0.261 0.455 -0.45
H 1.526 -2.650 -0.178 -0.343 0.093 -0.005 0.40
N -2.272 -0.870 0.163 1.381 -0.011 0.638 -0.34
H -1.869 0.888 -0.922 -0.448 -1.108 0.263 0.22
C 0.729 0.531 0.000 -0.231 -2.508 1.056 0.81
H -1.028 -1.995 1.257 -0.316 -0.902 0.746 0.40
H -3.450 0.421 -0.620 0.008 0.066 -0.265 0.27
C -1.077 -1.229 0.534 -1.510 1.077 -1.951 -0.36
H 0.155 2.399 -0.592 -0.556 0.672 0.066 0.32
H -0.819 1.834 0.890 -0.233 -0.539 -0.972 0.41
O 2.086 0.564 -0.187 -0.391 -1.696 -0.632 -0.38
C 1.415 -1.572 -0.158 0.681 -1.372 -0.283 -0.57
```
Forces are in eV/Å.

Output
charge: 0
structure (SMILES): Cc1occc1/C=N\N
highest occupied orbital energy: -8.2 eV
frontier orbital gap: 9.147 eV

---

Which energy belongs to each record? In order, -819.08714, -3041.34897, -4145.69728, -418.10088 Eh.
Which ΔE to the lowest compared entry with this formula, charge and spin belongs to each record? In order, 35.3, 61.8, 32.8, 51.7 kcal per mole.
Which M belongs to each record? In order, 125.51, 970.56, 609.20, 124.14 g/mol.